Run A
The following is a quantum chemistry calculation of an isolated molecule of C20H21N3O4S, from OMol25.

The geometry in XYZ format:
```
49
C20H21N3O4S ωB97M-V/def2-TZVPD
C -1.32730 0.69131 6.19067
H -1.33658 1.31948 7.07977
O -1.40103 1.57888 5.10113
C -1.41274 1.06933 3.84681
C -1.35009 -0.28014 3.52899
C -1.36438 -0.69887 2.21036
C -1.44391 0.23831 1.18990
C -1.51164 1.60301 1.49186
C -1.49491 2.02764 2.80457
O -1.54800 3.32256 3.20854
C -1.62510 4.32607 2.22510
H -1.65397 5.26781 2.77038
H -2.53294 4.22932 1.62100
H -0.74923 4.31466 1.56831
H -1.56892 2.30800 0.67883
C -1.42424 -0.19266 -0.18105
N -1.30218 -1.40708 -0.62337
N -1.29731 -1.35114 -1.96745
C -1.41202 -0.09549 -2.28976
S -1.45507 0.60179 -3.86459
C -0.89682 -0.83172 -4.85499
H -1.48866 -1.69684 -4.56603
H -1.08414 -0.54698 -5.88871
C 0.60282 -1.01413 -4.62172
O 1.42925 -0.43049 -5.28918
N 0.88705 -1.85805 -3.61421
H 0.11893 -2.19602 -3.04108
C 2.19464 -1.88253 -2.96807
C 2.08365 -1.03317 -1.71535
C 1.97759 -1.56760 -0.43903
C 1.79900 -0.73906 0.65617
C 1.70873 0.63116 0.49092
C 1.80243 1.17339 -0.78021
C 1.99110 0.34707 -1.87252
H 2.06159 0.77170 -2.86415
H 1.72692 2.24174 -0.92285
H 1.55916 1.27141 1.34807
H 1.71598 -1.16796 1.64367
H 2.03014 -2.63339 -0.28649
C 2.62116 -3.32527 -2.73419
H 3.56116 -3.35504 -2.18986
H 2.75474 -3.82385 -3.69091
H 1.86234 -3.86323 -2.17104
H 2.88772 -1.39947 -3.66658
O -1.50587 0.70037 -1.20952
H -1.31172 -1.74494 1.95892
H -1.28780 -1.01954 4.31083
H -2.18688 0.01403 6.21696
H -0.40263 0.10566 6.17116
```

Values from the calculation:
SMILES = COc1ccc(-c2nnc(SCC(=O)N[C@H](C)c3ccccc3)o2)cc1OC
orbital gap = 0.31100 Eh

***

Run B
The following is a quantum chemistry calculation of an isolated molecule of C20H21N3O4S, from OMol25.

The geometry in XYZ format:
```
49
C20H21N3O4S ωB97M-V/def2-TZVPD
C 4.80621 3.83662 0.61488
C 5.29439 2.51282 0.04096
C 4.45995 1.34899 0.56844
C 4.89046 0.02725 -0.05619
H 5.93731 -0.19466 0.16183
H 4.72981 0.04938 -1.13847
O 4.15798 -1.07503 0.49948
C 2.97691 -1.34517 -0.02595
O 2.47226 -0.78095 -0.96030
C 2.32253 -2.49794 0.71854
H 2.03263 -2.18801 1.72353
H 3.00577 -3.34309 0.79065
S 0.87150 -3.08412 -0.19989
C -0.05686 -1.57669 -0.36097
C -0.50037 -0.83440 0.67570
C -0.24640 -1.16466 2.01156
N -0.03182 -1.41238 3.11298
C -1.34712 0.38451 0.40002
C -2.82655 0.06265 0.32495
C -3.31462 -1.22019 0.15438
C -4.67753 -1.45889 0.08309
C -5.56236 -0.40398 0.18291
C -5.09574 0.88912 0.35112
C -3.73113 1.13344 0.41951
O -3.17322 2.37073 0.56942
C -4.02272 3.48240 0.72850
H -4.65889 3.37791 1.61227
H -4.64702 3.63970 -0.15649
H -3.36162 4.33776 0.85896
H -5.80339 1.69911 0.42584
H -6.62618 -0.57883 0.13041
H -5.03963 -2.46636 -0.04802
H -2.62999 -2.05219 0.08564
H -1.20672 1.11908 1.20209
C -0.87915 1.02528 -0.92367
C 0.41715 1.63056 -0.73586
N 1.42470 2.12936 -0.53157
C -0.78817 0.00300 -2.05663
O -1.03945 0.25718 -3.20574
N -0.37075 -1.23566 -1.65656
H -0.12493 -1.89387 -2.38620
H -1.57387 1.81586 -1.22606
H 3.40979 1.52635 0.32979
H 4.56099 1.27896 1.65381
H 6.34504 2.36058 0.30026
H 5.21854 2.54174 -1.04753
H 3.76464 3.99537 0.34856
H 5.39514 4.66314 0.22475
H 4.88873 3.83683 1.69949
```

Values from the calculation:
SMILES = CCCCOC(=O)CSC1=C(C#N)[C@H](c2ccccc2OC)[C@@H](C#N)C(=O)N1
orbital gap = 0.33128 Eh

***

Which of them is the most stable? Correct choice: run B.

***

Run A
The following is a quantum chemistry calculation of a cluster of 2 separate species, C2H8N4 in total, from OMol25.

The geometry in XYZ format:
```
14
C2H8N4 ωB97M-V/def2-TZVPD
N 1.05624 -0.18416 2.64528
C 1.29327 0.82613 1.76431
N 0.78469 1.10680 0.61748
H 1.70754 -0.31379 3.39787
H 0.66842 -1.06000 2.34713
H 2.17403 1.44695 2.02821
H 1.32598 1.93501 0.30292
N -1.37170 -0.20291 -0.81758
C -1.44262 -0.85760 -2.06031
N -1.07019 -0.28957 -3.14928
H -0.78901 -0.49449 -0.05564
H -1.27420 0.79877 -0.82891
H -1.93840 -1.78933 -2.24684
H -1.12404 -0.92183 -3.94464
```

Values from the calculation:
SMILES = [H]/N=C/N.[H]/N=C/N
orbital gap = 0.34959 Eh

***

Run B
The following is a quantum chemistry calculation of an isolated molecule of C2H8N4, from OMol25.

The geometry in XYZ format:
```
14
C2H8N4 ωB97M-V/def2-TZVPD
C -2.07851 -0.08947 -0.04434
C 0.29767 0.17114 -0.01770
H -2.57424 0.30132 0.96246
H -2.92813 -0.85647 -0.25962
H -2.17980 0.78594 -0.81953
H -0.61275 -1.54981 -0.23143
H -0.64921 1.76933 0.36756
H 1.42659 -1.63008 -0.09204
H 2.76392 0.33786 -0.86124
H 2.81473 0.64605 0.79016
N -0.79842 -0.60093 0.16816
N 0.35102 1.42690 -0.03511
N 1.47198 -0.60745 0.03415
N 2.69515 -0.10433 0.03851
```

Values from the calculation:
SMILES = [H]/N=C(\NC)NN
orbital gap = 0.35620 Eh

***

Which of them is the most stable? Correct choice: run A.

***

Run A
The following is a quantum chemistry calculation of a structure of composition C2H8N4, from OMol25.

The geometry in XYZ format:
```
14
C2H8N4 ωB97M-V/def2-TZVPD
C 1.24201 0.69676 -0.29475
C -0.96118 0.05346 0.00095
N -2.29105 0.39227 0.05504
N -0.59712 -1.25422 0.03075
N 1.81948 0.45956 0.97679
N -0.10643 1.00005 -0.28506
H 0.43659 -1.32639 -0.53556
H -1.33306 -1.92944 -0.11958
H -2.48975 1.33296 -0.24660
H -2.97701 -0.30258 -0.18994
H 1.32370 -0.26231 1.48607
H 2.80537 0.23970 0.92510
H 1.81989 1.43475 -0.85102
H 1.30856 -0.53457 -0.95219
```

Values from the calculation:
orbital gap = 0.34568 Eh

***

Run B
The following is a quantum chemistry calculation of a cluster of 2 separate species, C2H8N4 in total, from OMol25.

The geometry in XYZ format:
```
14
C2H8N4 ωB97M-V/def2-TZVPD
C -0.24255 -0.05479 -2.46254
C 0.77675 1.04620 1.23693
N 0.17806 -0.23358 -1.07378
N 0.44682 -1.17814 -0.40970
N -0.03728 -0.74379 2.17543
N 0.94918 -0.33910 1.39746
H 0.09981 0.92359 -2.82543
H -1.31352 -0.05967 -2.40711
H 0.19403 -0.83960 -3.12711
H -0.07340 1.47021 1.67736
H 1.68311 1.57491 1.53513
H 0.65453 1.24001 0.12280
H -0.23790 -1.73969 2.09225
H -0.88675 -0.05450 2.07004
```

Values from the calculation:
orbital gap (spin up / spin down) = 0.28135 / 0.28965 Eh

***

Which of them is the most stable? Correct choice: run A.

***

Run A
The following is a quantum chemistry calculation of a cluster of 7 separate species, H15NO6 in total, from OMol25.

The geometry in XYZ format:
```
22
H15NO6 ωB97M-V/def2-TZVPD
N 0.64692 0.97138 -2.36254
H 1.37402 1.25673 -3.08901
H 0.83991 -0.01922 -2.03256
H -0.22014 1.10822 -2.83601
H 1.61966 2.12299 3.39824
H 0.47374 1.34178 3.84968
O 0.66796 2.10237 3.35318
H -3.29775 0.82159 -0.04413
H -3.57013 0.64549 -1.61704
O -3.73424 0.29439 -0.78280
H 0.49659 -2.18977 -0.76392
H 0.14891 -2.64329 -2.07548
O 0.68432 -1.99483 -1.71703
H 3.42035 0.00558 1.65269
H 3.89825 -1.43718 1.80851
O 3.39836 -0.76953 2.21781
H -1.55931 -1.36281 -0.00638
H -1.94542 -2.91017 0.21259
O -1.27008 -2.22969 0.18347
H -0.35907 1.68993 -0.47337
H -0.65864 1.68949 0.97269
O -1.05422 1.50655 0.15140
```

Values from the calculation:
SMILES = N.O.O.O.O.O.O
orbital gap = 0.38019 Eh

***

Run B
The following is a quantum chemistry calculation of a cluster of 7 separate species, H15NO6 in total, from OMol25.

The geometry in XYZ format:
```
22
H15NO6 ωB97M-V/def2-TZVPD
N -2.45984 -0.43426 -2.24844
H -1.85039 0.25586 -2.52208
H -2.26144 -1.11441 -1.66114
H -2.93569 -0.75139 -3.10529
H -1.89806 1.67532 3.15631
H -1.74170 1.48177 4.64113
O -2.00610 1.00666 3.82404
H -0.71261 -1.76695 -1.43775
H 0.64472 -2.39503 -1.08049
O 0.07965 -2.13632 -1.89152
H 0.77890 0.87092 -3.80229
H 0.99810 -0.03066 -2.63023
O 0.75059 0.85171 -2.91633
H 1.16954 4.05369 2.16265
H 0.75311 3.51012 3.58532
O 1.34677 3.39404 2.82035
H 3.91077 -1.43157 -0.03233
H 2.82101 -0.50373 -0.01781
O 3.20320 -1.10368 -0.66933
H -1.52932 -2.33102 0.74202
H -1.29104 -0.87629 1.17885
O -0.82873 -1.71325 0.90307
```

Values from the calculation:
SMILES = N.O.O.O.O.O.O
orbital gap = 0.35963 Eh

***

Which of them is the most stable? Correct choice: run A.